(1)
The molecule C5H7NO4 in a non-equilibrium geometry, computed with the ωB97M-V functional and the def2-TZVPD basis.

As for the HOMO energy: -9.41 eV. As for the total charge: 0. As for the structure (SMILES): NCCC(=O)C(=O)C(=O)O. For the HOMO-LUMO gap, the calculation gives 9.47 eV. As for the LUMO energy: 0.0651 eV.

Cartesian coordinates (Å):
N: -0.5712 -0.2837 0.7612
C: -0.3858 -0.7640 -0.6637
C: 0.9984 -0.2337 -0.8520
C: 0.7806 1.2437 -0.7254
O: 1.0866 2.0415 -1.6337
C: -0.0100 1.7423 0.4692
O: -1.0317 2.3993 0.4969
C: 1.0089 1.7388 1.7298
O: 1.8199 0.8751 1.9481
O: 0.8037 2.7663 2.5152
H: -1.5318 -0.4392 1.0392
H: 0.0617 -0.7922 1.3039
H: -1.2053 -0.2313 -1.3186
H: -0.4323 -1.8746 -0.5990
H: 1.4489 -0.2870 -2.0037
H: 1.7080 -0.6072 -0.1289
H: 0.0365 3.2329 2.1667



(2)
A structure of composition C16H17FN4SSn, computed with the ωB97M-V functional and the def2-TZVPD basis.

As for the HOMO energy: -15.45 eV. As for the total charge: +2. For the HOMO-LUMO gap, the calculation gives 7.56 eV. As for the LUMO energy: -7.8839 eV.

Cartesian coordinates (Å):
Sn: 0.6909 -0.8026 0.4799
C: 1.3820 -6.8545 0.1337
C: 2.5042 -5.8327 0.0808
N: 2.2614 -4.6881 0.9799
C: 1.4727 -3.6755 0.6791
S: 1.2335 -2.5049 2.0432
N: 0.8946 -3.6055 -0.4982
N: 0.1358 -2.4887 -0.6490
C: -0.9873 -2.4649 -1.2776
C: -1.4930 -3.6421 -2.0263
C: -1.7760 -1.2129 -1.0880
C: -2.9260 -0.9480 -1.7975
C: -3.6616 0.1998 -1.5051
C: -3.2276 1.0527 -0.5087
C: -2.0540 0.7491 0.1591
N: -1.3533 -0.3547 -0.1154
H: 1.6357 -7.7007 -0.5033
H: 1.2372 -7.2272 1.1471
H: 0.4441 -6.4308 -0.2237
H: 3.4471 -6.2707 0.4009
H: 2.6414 -5.4391 -0.9247
H: 2.7059 -4.6907 1.8851
H: -1.2209 -4.5492 -1.4875
H: -2.5677 -3.6152 -2.1731
H: -0.9993 -3.6934 -3.0007
H: -3.2542 -1.6213 -2.5752
H: -4.5660 0.4167 -2.0580
H: -3.7759 1.9461 -0.2467
H: -1.6645 1.3981 0.9329
F: 4.4542 3.4084 -1.9125
C: 3.6284 2.5319 -1.3688
C: 3.3843 2.6060 -0.0047
C: 2.5279 1.6865 0.5693
C: 1.9256 0.7203 -0.2345
C: 2.1828 0.6612 -1.6082
C: 3.0461 1.5735 -2.1854
H: 3.8706 3.3710 0.5846
H: 2.3493 1.7308 1.6361
H: 1.7287 -0.0960 -2.2398
H: 3.2769 1.5544 -3.2413



(3)
A cluster of 3 separate species, C35H72N3O3S in total in a non-equilibrium geometry, computed with the ωB97M-V functional and the def2-TZVPD basis.

As for the HOMO energy: -12.00 eV. As for the total charge: +1. For the HOMO-LUMO gap, the calculation gives 8.01 eV. As for the LUMO energy: -3.9960 eV.

Cartesian coordinates (Å):
C: 2.0320 -0.6561 1.0092
C: 2.6393 0.3970 -0.1277
C: 3.0970 1.8203 0.5409
C: 1.9388 2.9763 0.5981
C: 0.3970 2.4332 0.4866
C: -0.5675 3.7837 0.2762
C: -2.1230 3.3138 0.0311
C: -3.1381 4.4953 -0.4653
C: -3.5779 4.4441 -2.0387
C: -4.0984 2.9896 -2.5833
C: -5.5108 2.4643 -1.9417
C: -5.3550 1.1793 -0.9081
C: -6.4845 1.3959 0.2724
O: -6.3013 2.6516 1.0521
C: -7.5330 3.4533 1.0808
C: -8.8218 2.7369 1.7930
C: -9.9501 3.8225 2.3780
O: -6.5629 0.3078 1.2575
C: -5.8717 -0.9111 0.8102
C: -6.3258 -2.1137 1.8561
C: -5.0222 -2.2805 3.0615
C: -3.5731 -3.0052 2.4370
O: -4.6401 -3.7473 3.4449
C: -6.3315 -1.1755 -0.7479
N: -6.1630 -2.6160 -1.2043
C: -7.2449 -2.9452 -1.9838
S: -8.6090 -3.1114 -3.0024
N: -5.5945 -0.1628 -1.6309
C: -4.3560 -0.7164 -2.2980
N: -4.8243 -1.2735 -3.6576
H: 2.6521 -0.5120 1.9954
H: 0.8811 -0.4335 1.1887
H: 2.1435 -1.7851 0.6743
H: 3.6408 -0.1246 -0.5157
H: 1.9398 0.5105 -1.0631
H: 3.9691 2.2470 -0.1513
H: 3.6009 1.7111 1.6176
H: 2.1881 3.8194 -0.1777
H: 2.0330 3.4853 1.6740
H: 0.0941 1.9056 1.5119
H: 0.1895 1.7126 -0.4149
H: -0.4554 4.4192 1.2709
H: -0.1671 4.3297 -0.6799
H: -2.0890 2.3574 -0.6407
H: -2.5248 2.9516 1.0955
H: -4.0783 4.5457 0.2679
H: -2.5795 5.5377 -0.3026
H: -4.5029 5.1903 -2.1536
H: -2.7583 4.8667 -2.7899
H: -4.2968 3.1276 -3.7527
H: -3.2030 2.2368 -2.5067
H: -6.2365 2.1961 -2.8510
H: -6.0185 3.4124 -1.4287
H: -4.2642 1.2290 -0.4264
H: -7.5362 1.4050 -0.2923
H: -7.7978 3.8230 -0.0127
H: -7.3001 4.4341 1.7179
H: -8.5674 1.9555 2.6257
H: -9.4022 2.1407 0.9390
H: -10.9679 3.2008 2.4195
H: -9.6150 4.1889 3.4424
H: -10.1507 4.7051 1.6135
H: -4.6924 -0.8140 0.9428
H: -7.2486 -1.7995 2.5067
H: -6.4059 -3.1711 1.3631
H: -4.8941 -1.3630 3.9077
H: -3.5773 -3.4980 1.3764
H: -2.6014 -2.6555 3.0176
H: -7.4882 -0.9232 -0.9029
H: -6.2788 0.0617 -2.4149
H: -3.5366 0.0849 -2.5604
H: -3.7922 -1.5451 -1.6504
H: -4.0666 -1.8477 -4.1018
H: -5.0471 -0.4493 -4.2876
C: 8.1019 -4.1927 -3.4360
C: 6.8769 -3.5986 -4.1131
C: 6.3990 -2.3026 -3.4539
C: 5.9438 -2.4454 -1.9963
C: 4.8142 -3.4525 -1.7635
C: 3.5274 -3.0803 -2.4821
H: 7.8983 -4.4626 -2.3958
H: 8.4182 -5.1018 -3.9573
H: 8.9361 -3.4844 -3.4520
H: 6.0715 -4.3398 -4.1343
H: 7.1250 -3.3860 -5.1601
H: 5.5833 -1.8828 -4.0532
H: 7.2094 -1.5637 -3.4915
H: 5.6201 -1.4581 -1.6361
H: 6.7992 -2.7260 -1.3716
H: 4.6116 -3.5059 -0.6873
H: 5.1279 -4.4578 -2.0656
H: 3.1682 -2.1004 -2.1522
H: 2.7479 -3.8178 -2.2663
H: 3.6628 -3.0508 -3.5670
C: 9.9608 -0.4148 4.1575
C: 9.5208 -1.5411 3.2356
C: 8.8239 -1.0392 1.9688
C: 7.5195 -0.2687 2.2077
C: 6.4424 -1.0367 2.9790
C: 5.9669 -2.2851 2.2536
H: 9.1092 0.1706 4.5159
H: 10.4738 -0.8226 5.0342
H: 10.6518 0.2602 3.6431
H: 8.8734 -2.2339 3.7828
H: 10.4062 -2.1176 2.9410
H: 8.6294 -1.8942 1.3116
H: 9.5133 -0.3879 1.4170
H: 7.1116 0.0329 1.2320
H: 7.7373 0.6630 2.7417
H: 5.5839 -0.3724 3.1328
H: 6.8036 -1.3054 3.9778
H: 5.5515 -2.0300 1.2736
H: 5.1847 -2.7839 2.8344
H: 6.7787 -3.0033 2.1078



(4)
The molecule C4H5NO2 in a non-equilibrium geometry, computed with the ωB97M-V functional and the def2-TZVPD basis.

As for the HOMO energy: -8.09 eV. As for the total charge: 0. For the HOMO-LUMO gap, the calculation gives 8.58 eV. As for the LUMO energy: 0.4911 eV.

Cartesian coordinates (Å):
N: 0.3005 -0.4363 -0.7063
C: -0.4529 0.1407 0.4323
C: 1.6259 0.3887 0.1161
C: 0.7193 0.7164 1.0674
C: -1.7337 -0.0718 0.7021
O: 1.0139 0.5846 -1.3653
O: -0.3980 -1.2956 -1.5611
H: -0.1141 -1.0615 -2.4601
H: 2.6967 0.3359 0.0288
H: 0.8527 1.0934 2.0629
H: -2.1810 0.3340 1.5964
H: -2.3294 -0.7284 0.0868



(5)
A cluster of 11 separate species, C50H66BBr4NO26S3 in total in a non-equilibrium geometry, computed with the ωB97M-V functional and the def2-TZVPD basis.

As for the HOMO energy (alpha / beta): -6.38 / -7.39 eV. As for the total charge: -1. Its multiplicity is 2. For the HOMO-LUMO gap (alpha / beta), the calculation gives 5.77 / 6.78 eV. As for the LUMO energy (alpha / beta): -0.6083 / -0.6085 eV.

Cartesian coordinates (Å):
C: 3.3370 16.4299 -14.9916
C: 4.5045 16.3408 -13.9683
C: 5.8213 16.7777 -14.5983
C: 6.9358 17.2548 -13.6919
C: 6.4363 18.2898 -12.6854
C: 5.2366 17.8768 -11.8561
N: 4.1894 17.1739 -12.7245
O: 2.8716 17.0737 -12.1245
C: 4.7494 19.1203 -11.2047
C: 5.7401 16.7844 -10.7848
C: 4.7599 14.8544 -13.5142
H: 2.4955 15.8024 -14.6981
H: 3.6296 16.0902 -15.9852
H: 2.9140 17.4280 -15.1054
H: 5.5523 17.6142 -15.2432
H: 6.2890 16.0738 -15.2867
H: 7.7299 17.7074 -14.2858
H: 7.3570 16.4124 -13.1434
H: 6.1811 19.1746 -13.2685
H: 7.3081 18.6457 -12.1363
H: 3.9674 18.8013 -10.5156
H: 4.2664 19.7713 -11.9334
H: 5.4214 19.7638 -10.6369
H: 6.3553 15.9748 -11.1776
H: 4.9636 16.2605 -10.2273
H: 6.3817 17.2143 -10.0156
H: 3.9834 14.5202 -12.8262
H: 5.7059 14.6559 -13.0105
H: 4.7453 14.2609 -14.4284
O: 2.3672 8.1449 -12.6213
C: 2.7591 8.8152 -13.6215
O: 2.0045 9.5263 -14.4865
B: 2.7646 10.4698 -15.3495
O: 4.1499 10.1115 -15.0196
C: 4.2107 9.1848 -14.0337
O: 5.2759 8.9032 -13.4157
O: 2.4254 11.8545 -14.9600
C: 2.1492 12.5809 -15.9609
O: 1.9080 13.8204 -15.8640
C: 2.2929 11.6924 -17.2016
O: 2.6425 10.4219 -16.8171
O: 2.2063 12.0843 -18.3605
Br: 1.7712 6.9158 -16.7037
C: 2.7900 6.0205 -15.2114
C: 2.7927 4.4738 -15.6311
Br: 3.6926 3.4200 -14.1929
H: 2.1439 6.0660 -14.3347
H: 3.8302 6.3389 -15.1430
H: 3.3483 4.4651 -16.5689
H: 1.8304 3.9954 -15.8134
Br: 4.5137 15.2414 -18.8783
C: 2.8474 14.8662 -19.9810
C: 1.7461 15.6443 -19.3558
Br: 2.2820 17.5578 -19.3260
H: 2.5916 13.8087 -20.0462
H: 2.8132 15.2648 -20.9949
H: 1.6017 15.2663 -18.3437
H: 0.8433 15.4447 -19.9330
O: 4.0320 8.5039 -22.6343
S: 3.8020 7.9136 -21.2944
O: 2.8031 6.8618 -21.0608
O: 5.2042 7.4092 -20.5790
C: 5.1647 6.8265 -19.2301
C: 5.7582 5.4765 -19.2959
C: 3.4909 9.3203 -20.1582
H: 4.1572 6.7801 -18.8166
H: 5.7647 7.5113 -18.6309
H: 6.8391 5.5744 -19.3968
H: 5.3789 4.8789 -20.1248
H: 5.6496 4.8963 -18.3795
H: 4.4391 9.7002 -19.7778
H: 2.8957 8.9890 -19.3072
H: 2.9538 10.0869 -20.7167
O: -0.6935 12.9553 -13.1320
S: 0.3668 13.2941 -12.1864
O: 1.3202 14.3581 -12.5099
O: -0.3164 13.5769 -10.6523
C: -1.3821 12.7614 -10.2181
C: -1.4399 12.7718 -8.6919
C: 1.4091 11.8700 -11.7325
H: -1.1051 11.7939 -10.6367
H: -2.3558 12.8942 -10.6898
H: -1.4842 13.8216 -8.4022
H: -0.6646 12.1998 -8.1821
H: -2.4210 12.3041 -8.6096
H: 1.8091 12.1082 -10.7469
H: 2.3151 11.9340 -12.3352
H: 0.9749 10.8723 -11.7971
O: 5.7508 7.5948 -7.8137
S: 5.2134 7.2400 -9.1231
O: 5.8384 6.2575 -10.0285
O: 3.6699 6.7086 -8.8404
C: 2.8944 6.0411 -9.8225
C: 2.0393 5.0126 -9.0926
C: 4.8019 8.7965 -9.9997
H: 3.4450 5.5282 -10.6111
H: 2.2801 6.7633 -10.3604
H: 2.4480 4.0273 -8.8681
H: 1.2532 4.7659 -9.8062
H: 1.4891 5.4535 -8.2613
H: 3.9356 9.1721 -9.4550
H: 4.6097 8.4886 -11.0275
H: 5.6057 9.5324 -10.0198
C: -1.9722 8.8123 -17.9397
C: -1.0588 8.4114 -18.8443
C: -0.3448 9.3648 -19.6608
O: 0.5312 9.0232 -20.4512
C: -0.6613 10.7518 -19.3825
C: -1.5116 11.1504 -18.3956
C: -2.2728 10.2495 -17.5543
O: -3.0008 10.5835 -16.6475
H: -2.3657 8.0499 -17.2838
H: -0.7319 7.3903 -18.9748
H: -0.1041 11.5388 -19.8689
H: -1.6913 12.2091 -18.2803
C: 6.7367 11.6644 -16.4916
C: 7.0367 12.8056 -15.8067
C: 8.2233 13.6691 -15.9915
O: 8.4665 14.7060 -15.3209
C: 9.0456 13.1789 -17.1519
C: 8.7763 12.0430 -17.8490
C: 7.6135 11.1662 -17.5910
O: 7.3338 10.0931 -18.2378
H: 6.0066 10.9860 -16.0755
H: 6.5493 12.9373 -14.8520
H: 9.8978 13.7554 -17.4802
H: 9.5082 11.6415 -18.5342
C: -0.6969 7.6554 -12.6002
C: -0.4116 6.4025 -12.9380
C: -0.9030 5.8027 -14.2399
O: -0.6627 4.6421 -14.5046
C: -1.6309 6.7924 -14.9888
C: -1.9551 8.0195 -14.5610
C: -1.5786 8.6255 -13.2218
O: -2.0159 9.6931 -12.8087
H: -0.2539 8.0412 -11.6939
H: 0.1165 5.8060 -12.2089
H: -1.9380 6.5139 -15.9861
H: -2.5769 8.6849 -15.1416
C: 9.8881 12.2505 -12.4087
C: 9.9299 10.9054 -12.7201
C: 8.7808 10.0804 -12.3722
O: 8.8290 8.8385 -12.1630
C: 7.5186 10.8322 -12.1846
C: 7.5473 12.1532 -11.9008
C: 8.7651 12.9804 -11.8517
O: 8.7488 14.1470 -11.4464
H: 10.7568 12.8543 -12.6258
H: 10.7836 10.3875 -13.1318
H: 6.5936 10.2820 -12.0946
H: 6.6063 12.6525 -11.7229